C5H9NO3 | wB97M-V/def2-TZVPD

```
18
Properties=species:S:1:pos:R:3:forces:R:3
H -1.334 -1.486 0.870 -0.03 0.24 -0.02
N -0.644 -1.167 1.553 0.17 -0.20 -0.09
C -0.306 0.041 1.394 -0.30 0.13 0.14
C 0.654 0.701 2.327 0.00 -0.08 0.03
C -1.011 0.962 0.405 -0.12 -0.02 0.21
O -1.486 2.009 0.776 0.38 -0.47 -0.20
O -1.243 0.497 -0.824 0.83 -1.08 -0.75
C -0.248 -0.290 -1.833 -1.64 0.60 0.95
C 0.882 -1.133 -1.323 -0.61 -0.15 0.61
O 0.209 0.754 -2.562 -0.11 0.97 -0.40
H 1.435 1.217 1.776 0.15 0.07 -0.05
H 1.082 -0.037 2.999 0.04 -0.03 -0.03
H 0.121 1.451 2.905 -0.06 0.14 0.05
H -1.046 -0.865 -2.327 0.33 0.07 0.12
H 1.600 -0.528 -0.775 0.21 0.01 -0.16
H 1.330 -1.647 -2.172 0.14 0.29 -0.08
H 0.513 -1.910 -0.655 -0.02 0.05 0.00
H -0.508 1.429 -2.533 0.65 -0.55 -0.32
```
Positions in Å, forces in eV/Å.

Values from the calculation:
- SMILES: [H]/N=C(/C)C(=O)O[C@H](C)O
- Total charge: 0
- Relative energy (zero: lowest compared OMol25 entry of this formula, charge and spin): 48.73 kcal per mole
- Frontier orbital gap: 10.553 eV
- 2S+1: 1